Here is a single C5H9NO2 molecule at a distorted geometry from OMol25. Energies are from ωB97M-V with the def2-TZVPD basis set.

The geometry in XYZ format:
```
17
Properties=species:S:1:pos:R:3:lowdin_charge:R:1
C -1.134 0.053 -0.484 -0.10
C -0.262 -1.148 -0.760 -0.15
C -0.145 -2.135 0.365 -0.25
O 0.755 -2.936 0.445 0.05
C -0.330 0.970 0.511 -0.48
N 0.568 1.875 0.073 0.02
C 0.757 2.132 -1.364 -0.09
O -0.338 0.760 1.724 0.03
H -2.034 -0.101 0.094 0.12
H -1.350 0.591 -1.396 0.10
H -0.663 -1.759 -1.583 0.13
H 0.680 -0.798 -1.156 0.11
H -0.999 -2.291 1.020 0.13
H 1.353 2.175 0.659 0.15
H -0.153 2.487 -1.790 0.07
H 1.438 3.013 -1.456 0.09
H 1.272 1.396 -1.968 0.07
```

Results
- relative energy (zero: lowest compared OMol25 entry of this formula, charge and spin) (kJ/mol) = 107.6
- maximum force (eV/A) = 2.67
- E_LUMO (hartree) = 0.025
- E_tot (eV) = -10915.461
- HOMO-LUMO gap (eV) = 10.35
- net charge = 0

=====

Here is a single C14H13N3O6 molecule at a distorted geometry from OMol25. Energies are from ωB97M-V with the def2-TZVPD basis set.

The geometry in XYZ format:
```
36
Properties=species:S:1:pos:R:3:lowdin_charge:R:1
C -3.833 -3.186 0.874 -0.08
H -3.227 -3.585 0.055 0.10
O -4.337 -1.906 0.567 -0.08
C -3.455 -0.906 0.311 -0.27
C -2.077 -1.022 0.353 0.04
C -1.229 0.059 0.068 -0.12
C -1.808 1.304 -0.269 -0.21
C -3.196 1.411 -0.302 -0.01
C -4.007 0.334 -0.019 0.02
H -5.080 0.430 -0.051 0.12
H -3.663 2.349 -0.554 0.11
O -0.977 2.344 -0.544 -0.10
C -1.530 3.580 -0.934 -0.07
H -2.127 3.484 -1.845 0.10
H -2.141 4.017 -0.138 0.10
H -0.680 4.232 -1.131 0.10
C 0.185 -0.207 0.127 0.01
C 1.205 0.649 -0.077 0.01
C 2.599 0.285 0.005 -0.14
C 3.126 -0.950 -0.275 -0.03
C 4.541 -1.247 -0.076 -0.40
O 5.090 -2.296 -0.298 0.11
N 5.266 -0.148 0.390 0.21
C 4.806 1.116 0.647 -0.51
O 5.498 2.021 1.032 0.10
N 3.448 1.268 0.433 0.18
H 3.067 2.179 0.654 0.17
H 6.258 -0.304 0.534 0.17
N 2.337 -2.002 -0.872 -0.38
O 2.319 -3.071 -0.313 0.11
O 1.762 -1.737 -1.905 0.10
H 1.007 1.692 -0.261 0.11
H 0.417 -1.228 0.402 0.12
H -1.616 -1.965 0.600 0.11
H -4.708 -3.818 1.016 0.09
H -3.242 -3.174 1.795 0.10
```

Results
- relative energy (zero: lowest compared OMol25 entry of this formula, charge and spin) (kJ/mol) = 439.2
- maximum force (eV/A) = 1.28
- E_LUMO (hartree) = -0.032
- E_tot (eV) = -31481.294
- HOMO-LUMO gap (eV) = 7.51
- net charge = 0

=====

Here is 3 unconnected molecules or ions with the total composition C35H56O3 at a distorted geometry from OMol25. Energies are from ωB97M-V with the def2-TZVPD basis set.

The geometry in XYZ format:
```
94
Properties=species:S:1:pos:R:3:lowdin_charge:R:1
C -0.116 -1.050 1.328 -0.12
C 1.288 -1.657 1.807 -0.24
C 1.826 -1.099 3.216 -0.22
C 1.486 0.437 3.513 -0.22
C 2.092 1.489 2.456 -0.21
C 3.540 1.109 1.879 -0.21
C 3.980 2.079 0.649 -0.21
C 2.874 2.112 -0.525 -0.22
C 3.607 2.117 -1.988 -0.20
C 3.926 0.560 -2.318 -0.21
C 2.685 -0.204 -3.031 -0.18
C 1.941 -1.252 -2.051 -0.22
C 1.584 -2.658 -2.736 -0.21
C 1.006 -3.630 -1.590 -0.20
C -0.596 -3.759 -1.541 -0.21
C -1.398 -2.581 -2.275 -0.21
C -2.959 -2.745 -1.881 -0.21
C -3.358 -2.013 -0.503 -0.21
C -3.131 -0.423 -0.501 -0.20
C -4.486 0.434 -0.712 -0.13
C -3.987 1.964 -0.988 -0.27
C -5.150 3.063 -1.181 -0.08
O -4.968 3.913 -0.011 0.00
C -3.732 3.567 0.629 -0.37
O -3.195 4.109 1.623 0.10
O -3.058 2.416 0.056 0.01
H -0.376 -1.567 0.323 0.05
H -0.996 -1.278 2.027 0.09
H -0.082 0.075 1.079 0.08
H 1.135 -2.800 1.923 0.11
H 2.120 -1.506 1.034 0.07
H 1.458 -1.810 4.047 0.10
H 2.979 -1.207 3.225 0.10
H 0.340 0.602 3.539 0.11
H 1.850 0.761 4.564 0.11
H 2.225 2.491 3.022 0.12
H 1.293 1.652 1.648 0.09
H 4.300 1.170 2.747 0.12
H 3.598 0.031 1.461 0.09
H 4.913 1.566 0.192 0.10
H 4.217 3.147 1.015 0.12
H 2.219 1.158 -0.527 0.10
H 2.242 3.061 -0.377 0.11
H 4.558 2.740 -1.843 0.10
H 2.935 2.617 -2.768 0.10
H 4.148 0.075 -1.289 0.09
H 4.903 0.502 -2.910 0.10
H 1.957 0.637 -3.351 0.11
H 3.117 -0.748 -3.940 0.11
H 1.046 -0.763 -1.503 0.10
H 2.699 -1.491 -1.206 0.10
H 0.946 -2.589 -3.679 0.11
H 2.594 -3.120 -3.070 0.12
H 1.557 -4.637 -1.703 0.11
H 1.360 -3.194 -0.577 0.08
H -0.888 -3.731 -0.419 0.10
H -0.882 -4.802 -1.907 0.11
H -0.986 -1.532 -2.092 0.09
H -1.346 -2.811 -3.410 0.11
H -3.661 -2.380 -2.722 0.11
H -3.227 -3.861 -1.737 0.11
H -2.831 -2.544 0.380 0.10
H -4.488 -2.180 -0.310 0.11
H -2.391 -0.076 -1.316 0.11
H -2.667 -0.150 0.510 0.10
H -5.076 0.114 -1.638 0.13
H -5.122 0.486 0.238 0.13
H -3.343 1.800 -1.937 0.15
H -6.180 2.602 -1.374 0.15
H -4.743 3.677 -2.072 0.14
C -2.528 5.050 -6.584 -0.10
C -3.412 6.124 -6.576 -0.10
C -3.739 6.749 -5.376 -0.10
C -3.173 6.305 -4.184 -0.10
C -2.285 5.233 -4.193 -0.10
C -1.966 4.603 -5.392 -0.10
H -2.276 4.561 -7.519 0.10
H -3.848 6.474 -7.506 0.10
H -4.433 7.582 -5.370 0.10
H -3.423 6.795 -3.249 0.10
H -1.843 4.889 -3.264 0.10
H -1.278 3.764 -5.397 0.10
C 3.156 -5.282 6.817 -0.10
C 2.244 -5.891 7.673 -0.10
C 1.181 -5.160 8.192 -0.10
C 1.023 -3.821 7.848 -0.10
C 1.933 -3.213 6.989 -0.10
C 3.002 -3.941 6.476 -0.10
H 3.988 -5.851 6.415 0.10
H 2.363 -6.937 7.936 0.10
H 0.474 -5.634 8.865 0.10
H 0.191 -3.252 8.249 0.10
H 1.809 -2.169 6.718 0.09
H 3.714 -3.465 5.811 0.10
```

Results
- maximum force (eV/A) = 5.61
- E_LUMO (hartree) = 0.014
- E_tot (eV) = -43340.765
- HOMO-LUMO gap (eV) = 9.76
- net charge = 0

=====

Here is a single C3H7NO molecule from OMol25. Energies are from ωB97M-V with the def2-TZVPD basis set.

The geometry in XYZ format:
```
12
Properties=species:S:1:pos:R:3:lowdin_charge:R:1
C 1.217 0.593 -1.345 -0.08
N 0.473 -0.182 -0.376 -0.01
C -0.527 0.330 0.395 -0.55
O -0.885 1.494 0.344 0.04
C -1.163 -0.686 1.332 -0.01
H 1.247 1.633 -1.017 0.08
H 0.765 0.559 -2.345 0.08
H 2.239 0.208 -1.410 0.08
H 0.656 -1.167 -0.292 0.12
H -2.164 -0.935 0.968 0.08
H -1.268 -0.232 2.319 0.08
H -0.589 -1.614 1.428 0.07
```

Results
- relative energy (zero: lowest compared OMol25 entry of this formula, charge and spin) (kJ/mol) = 22.0
- maximum force (eV/A) = 0.37
- E_LUMO (hartree) = 0.033
- E_tot (eV) = -6762.522
- HOMO-LUMO gap (eV) = 10.55
- net charge = 0

=====

Here is a molecular structure, C34H45DyN7 at a distorted geometry from OMol25. Energies are from ωB97M-V with the def2-TZVPD basis set.

The geometry in XYZ format:
```
87
Properties=species:S:1:pos:R:3:lowdin_charge:R:1
Dy 0.591 -0.442 0.351 1.44
N 1.438 -2.865 4.023 0.04
N 0.193 -2.263 -1.742 -0.08
C 1.577 2.092 0.235 -0.34
C 2.586 1.115 0.552 -0.39
C 2.459 0.817 1.948 -0.33
C 3.377 0.006 2.786 -0.08
H 4.214 -0.351 2.170 0.08
H 2.874 -0.952 3.220 0.06
H 3.741 0.599 3.639 0.09
C 1.337 1.520 2.456 -0.29
C 0.943 1.502 3.888 -0.06
H 1.680 2.028 4.521 0.08
H 0.872 0.474 4.279 0.08
H -0.031 1.983 4.056 0.06
C 0.833 2.353 1.421 -0.29
C -0.192 3.417 1.581 -0.07
H -0.762 3.304 2.513 0.06
H -0.913 3.401 0.748 0.07
H 0.235 4.436 1.604 0.08
C 3.568 0.477 -0.375 -0.07
H 4.499 1.069 -0.406 0.08
H 3.200 0.410 -1.414 0.06
H 3.829 -0.546 -0.057 0.07
C 1.411 2.792 -1.068 -0.05
H 0.359 3.069 -1.240 0.07
H 1.711 2.149 -1.906 0.07
H 2.006 3.720 -1.150 0.08
C 0.541 -3.561 4.679 -0.23
H 0.598 -3.511 5.791 0.09
C -0.386 -4.405 4.056 -0.17
H -1.037 -5.084 4.666 0.08
C -0.497 -4.380 2.627 -0.17
H -1.237 -5.045 2.085 0.10
C 0.441 -3.608 1.883 -0.09
H 0.449 -3.523 0.722 0.08
C 1.459 -2.710 2.659 -0.48
C 2.495 -2.021 2.147 -0.10
H 2.361 -2.359 1.002 0.06
C 0.143 -0.976 -2.106 -0.36
C 1.201 -2.865 -2.557 -0.14
H 1.839 -3.767 -2.315 0.10
C 1.205 -2.129 -3.748 -0.12
H 1.501 -2.445 -4.746 0.10
N 0.502 -0.938 -3.438 -0.06
C 0.422 0.300 -4.139 -0.13
C 1.554 0.634 -4.839 -0.20
C 1.473 1.853 -5.560 0.00
H 2.294 2.091 -6.203 0.10
C 0.347 2.679 -5.402 -0.29
C 0.231 3.889 -6.301 -0.07
H -0.300 4.721 -5.797 0.08
H -0.356 3.628 -7.207 0.08
H 1.220 4.250 -6.638 0.07
C -0.659 2.393 -4.506 -0.01
H -1.492 3.068 -4.347 0.12
C -0.643 1.180 -3.779 -0.18
C -1.668 0.885 -2.760 -0.09
H -1.782 -0.191 -2.550 0.06
H -2.646 1.262 -3.079 0.08
H -1.455 1.388 -1.807 0.07
C 2.776 -0.195 -4.729 -0.05
H 2.640 -1.251 -5.000 0.05
H 3.196 -0.171 -3.708 0.09
H 3.527 0.174 -5.423 0.08
C -2.365 0.843 1.593 -0.17
N -1.599 -0.449 1.450 -0.21
C -2.416 -1.362 0.533 -0.16
N -3.788 -1.607 1.029 -0.09
C -4.492 -0.301 1.129 -0.17
N -3.764 0.636 2.019 -0.09
C -3.764 0.028 3.376 -0.16
N -3.039 -1.271 3.329 -0.08
C -1.667 -1.043 2.847 -0.15
C -3.789 -2.166 2.409 -0.15
H -2.346 1.406 0.649 0.12
H -1.860 1.419 2.379 0.10
H -1.888 -2.322 0.409 0.11
H -2.493 -0.862 -0.447 0.11
H -5.481 -0.509 1.575 0.12
H -4.586 0.126 0.117 0.12
H -3.248 0.708 4.072 0.12
H -4.805 -0.153 3.697 0.12
H -1.192 -0.323 3.529 0.12
H -1.117 -1.995 2.865 0.09
H -4.840 -2.191 2.761 0.12
H -3.357 -3.185 2.412 0.12
```

Results
- maximum force (eV/A) = 5.86
- E_LUMO (alpha / beta) (hartree) = 0.092 / 0.093
- E_tot (eV) = -70495.710
- 2S+1 = 6
- HOMO-LUMO gap (alpha / beta) (eV) = 5.56 / 4.78
- net charge = -1

=====

Here is 2 unconnected molecules or ions with the total composition C2H9N2O at a distorted geometry from OMol25. Energies are from ωB97M-V with the def2-TZVPD basis set.

The geometry in XYZ format:
```
14
Properties=species:S:1:pos:R:3:lowdin_charge:R:1
C 2.380 0.401 -0.976 -0.15
N 0.922 0.230 -0.793 -0.01
H 2.578 0.586 -2.031 0.07
H 2.989 -0.422 -0.627 0.08
H 2.652 1.309 -0.455 0.06
H 0.578 0.005 0.239 0.06
H 0.516 1.163 -0.949 0.03
H 0.471 -0.474 -1.377 0.08
C -1.661 -0.073 1.093 -0.45
N -2.763 -0.886 1.209 0.09
O -0.464 -0.484 1.100 -0.13
H -1.878 0.994 1.021 0.08
H -3.686 -0.473 1.257 0.09
H -2.634 -1.875 1.288 0.09
```

Results
- relative energy (zero: lowest compared OMol25 entry of this formula, charge and spin) (kJ/mol) = 120.0
- maximum force (eV/A) = 1.96
- E_LUMO (alpha / beta) (hartree) = 0.038 / 0.034
- E_tot (eV) = -7244.455
- 2S+1 = 2
- HOMO-LUMO gap (alpha / beta) (eV) = 3.94 / 11.23
- net charge = 0

=====

Here is a molecular structure, C60H63AsN4O7PSTeV at a distorted geometry from OMol25. Energies are from ωB97M-V with the def2-TZVPD basis set.

The geometry in XYZ format:
```
139
Properties=species:S:1:pos:R:3:lowdin_charge:R:1
V -0.268 0.619 -0.470 0.87
C -0.875 4.569 -1.706 -0.05
C -0.951 3.080 -1.546 -0.31
N -0.637 2.456 -0.369 -0.15
N -0.801 3.025 0.832 0.11
C -0.978 2.036 1.691 -0.46
O -1.036 0.813 1.219 -0.19
C -1.101 2.328 3.114 -0.15
C -1.219 3.648 3.576 -0.04
C -1.314 3.914 4.929 -0.12
C -1.288 2.877 5.859 -0.14
C -1.159 1.569 5.411 -0.11
C -1.068 1.292 4.057 -0.05
C -1.462 2.160 -2.441 -0.26
C -2.040 2.406 -3.727 -0.07
C -2.749 1.432 -4.356 -0.14
C -2.897 0.158 -3.729 -0.14
C -2.253 -0.066 -2.542 -0.20
N -1.522 0.861 -1.895 -0.06
H -0.912 5.019 -0.714 0.05
H 0.068 4.867 -2.181 0.06
H -1.700 4.949 -2.314 0.06
H -1.227 4.443 2.844 0.10
H -1.418 4.938 5.273 0.09
H -1.360 3.086 6.921 0.08
H -1.129 0.751 6.122 0.09
H -0.949 0.272 3.715 0.10
H -1.916 3.387 -4.172 0.09
H -3.208 1.616 -5.322 0.08
H -3.491 -0.624 -4.186 0.07
H -2.312 -1.031 -2.052 0.07
O 0.373 -1.538 2.153 -0.48
S 1.327 -2.037 1.115 0.65
O 2.761 -1.717 1.818 -0.66
O 1.430 -1.095 -0.071 -0.69
O 1.663 1.146 2.235 -0.09
C 0.320 -1.524 -4.612 -0.29
P 0.630 -1.606 -2.776 0.90
C 0.247 -3.411 -2.561 -0.30
C 2.469 -1.787 -2.919 -0.27
H 0.791 -2.345 -5.160 0.02
H 0.712 -0.574 -4.980 0.03
H -0.757 -1.532 -4.785 0.01
H 0.669 -4.025 -3.363 0.02
H -0.838 -3.538 -2.539 0.02
H 0.650 -3.741 -1.602 0.02
H 2.740 -2.709 -3.441 0.03
H 2.908 -1.792 -1.924 -0.01
H 2.865 -0.929 -3.464 0.03
O -1.449 -1.714 -0.150 -0.47
As -1.892 -2.819 0.976 1.21
C -3.610 -3.483 0.246 -0.26
C -4.399 -2.524 -0.391 -0.08
C -5.708 -2.795 -0.751 -0.08
C -6.269 -4.031 -0.451 -0.11
C -5.503 -4.985 0.208 -0.10
C -4.191 -4.713 0.555 -0.11
C -0.980 -4.531 1.184 -0.30
C -1.117 -5.440 0.139 -0.12
C -0.451 -6.654 0.158 -0.08
C 0.380 -6.974 1.223 -0.09
C 0.536 -6.064 2.264 -0.08
C -0.134 -4.857 2.246 -0.11
C -2.760 -2.328 2.634 -0.27
C -3.343 -1.067 2.701 -0.08
C -4.218 -0.764 3.731 -0.07
C -4.533 -1.724 4.683 -0.10
C -3.960 -2.988 4.607 -0.10
C -3.080 -3.294 3.582 -0.10
H -3.954 -1.557 -0.605 0.10
H -6.297 -2.044 -1.262 0.10
H -7.297 -4.245 -0.715 0.09
H -5.941 -5.945 0.458 0.09
H -3.595 -5.461 1.066 0.10
H -1.775 -5.189 -0.684 0.10
H -0.578 -7.355 -0.658 0.10
H 0.907 -7.919 1.239 0.10
H 1.190 -6.305 3.093 0.10
H -0.009 -4.146 3.053 0.11
H -3.067 -0.334 1.949 0.11
H -4.654 0.224 3.791 0.11
H -5.225 -1.492 5.483 0.09
H -4.205 -3.738 5.350 0.09
H -2.642 -4.283 3.507 0.10
C 8.816 -4.366 2.613 -0.08
C 7.690 -3.445 2.214 -0.30
C 6.975 -2.715 3.154 -0.04
C 5.943 -1.859 2.780 -0.28
C 5.170 -1.178 3.884 -0.06
C 5.601 -1.651 1.426 -0.19
Te 3.678 -0.395 0.508 1.92
N 3.219 1.223 -0.671 -0.16
C 2.355 1.327 -1.632 -0.55
O 1.086 1.074 -1.585 -0.23
C 2.820 1.855 -2.957 -0.14
C 1.899 2.420 -3.840 -0.01
C 2.303 2.887 -5.080 -0.09
C 3.632 2.778 -5.470 -0.12
C 4.555 2.207 -4.600 -0.11
C 4.153 1.760 -3.353 -0.04
C 4.478 1.130 1.815 -0.24
C 3.849 1.739 2.917 -0.20
C 2.449 1.407 3.350 -0.22
C 4.500 2.747 3.622 -0.02
C 5.735 3.221 3.232 -0.28
C 6.399 4.369 3.949 -0.06
C 6.328 2.664 2.113 -0.02
C 5.733 1.628 1.411 -0.28
C 6.417 1.087 0.185 -0.08
C 6.339 -2.400 0.491 -0.32
C 6.106 -2.291 -1.007 -0.09
C 7.345 -3.285 0.885 -0.05
H 8.613 -4.856 3.567 0.07
H 9.751 -3.807 2.715 0.07
H 8.966 -5.135 1.854 0.06
H 7.218 -2.826 4.208 0.10
H 5.330 -1.683 4.840 0.07
H 4.109 -1.216 3.648 0.05
H 5.463 -0.132 3.992 0.07
H 0.862 2.477 -3.527 0.10
H 1.578 3.327 -5.755 0.09
H 3.942 3.123 -6.450 0.08
H 5.589 2.105 -4.908 0.09
H 4.864 1.309 -2.671 0.09
H 0.957 0.533 2.515 0.05
H 2.030 2.258 3.896 0.12
H 2.461 0.543 4.030 0.13
H 3.998 3.188 4.477 0.12
H 5.910 4.572 4.902 0.07
H 6.347 5.274 3.340 0.08
H 7.455 4.158 4.133 0.07
H 7.277 3.061 1.764 0.11
H 7.178 1.773 -0.187 0.08
H 5.660 0.935 -0.586 0.02
H 6.876 0.121 0.399 0.07
H 5.403 -1.499 -1.242 0.00
H 5.712 -3.232 -1.399 0.08
H 7.048 -2.080 -1.519 0.07
H 7.873 -3.861 0.126 0.11
```

Results
- relative energy (zero: lowest compared OMol25 entry of this formula, charge and spin) (kJ/mol) = 335.0
- maximum force (eV/A) = 4.10
- E_LUMO (alpha / beta) (hartree) = 0.140 / 0.140
- E_tot (eV) = -197477.544
- 2S+1 = 3
- HOMO-LUMO gap (alpha / beta) (eV) = 3.70 / 3.93
- net charge = -2